{
  "formula": "C7H5IN3O3",
  "method": "ωB97M-V with the def2-TZVPD basis set",
  "e_tot_ha": -957.19151,
  "total_charge": -1,
  "orbital_gap_ev": 4.275,
  "species": ["N", "C", "C", "I", "C", "C", "N", "N", "C", "O", "H", "H", "C", "C", "O", "O", "H", "H", "H"],
  "xyz": [[3.2248, -1.0884, -0.9999], [2.3480, -0.2856, -1.5546], [1.0545, 0.6011, -2.0572], [1.8105, 2.0700, -3.5584], [0.0392, -0.4100, -2.8574], [0.4648, -1.9871, -2.4978], [0.9493, -3.2094, -2.5825], [-1.4371, -0.1691, -2.5892], [-1.7302, -0.3781, -1.2361], [-2.0730, -0.0417, 0.0390], [0.5652, 1.2056, -1.1818], [0.1948, -0.1807, -4.0186], [-1.3291, 0.6761, 3.2914], [-0.0138, 0.3827, 3.9921], [-0.1169, -0.1555, 5.1293], [1.0174, 0.7163, 3.3438], [-2.1830, 0.3656, 3.9012], [-1.4149, 1.7494, 3.0974], [-1.3705, 0.1388, 2.3393]]
}

=====

{
  "formula": "C42H84O14",
  "method": "ωB97M-V with the def2-TZVPD basis set",
  "e_tot_ha": -2702.24184,
  "total_charge": 0,
  "orbital_gap_ev": 8.266,
  "species": ["C", "C", "O", "C", "H", "H", "H", "H", "H", "H", "C", "C", "O", "C", "H", "H", "H", "H", "H", "H", "C", "C", "O", "C", "H", "H", "H", "H", "H", "H", "C", "C", "O", "C", "H", "H", "H", "H", "H", "H", "C", "C", "O", "C", "H", "H", "H", "H", "H", "H", "C", "C", "O", "C", "H", "H", "H", "H", "H", "H", "C", "C", "O", "C", "H", "H", "H", "H", "H", "H", "C", "C", "O", "C", "H", "H", "H", "H", "H", "H", "C", "C", "O", "C", "H", "H", "H", "H", "H", "H", "C", "C", "O", "C", "H", "H", "H", "H", "H", "H", "C", "C", "O", "C", "H", "H", "H", "H", "H", "H", "C", "C", "O", "C", "H", "H", "H", "H", "H", "H", "C", "C", "O", "C", "H", "H", "H", "H", "H", "H", "C", "C", "O", "C", "H", "H", "H", "H", "H", "H"],
  "xyz": [[-3.2676, -3.5761, 1.1126], [-3.4621, -2.1538, 1.6541], [-4.5660, -1.8166, 2.0890], [-2.3603, -1.1683, 1.5676], [-2.6927, -4.2030, 1.7942], [-2.7431, -3.4648, 0.1636], [-4.2468, -4.0291, 0.9574], [-1.3568, -1.5546, 1.7460], [-2.6027, -0.3465, 2.2414], [-2.3975, -0.7621, 0.5568], [2.2157, 1.2874, -2.0305], [3.3547, 1.7787, -1.1700], [3.1707, 2.5112, -0.2373], [4.7404, 1.2322, -1.5205], [1.9067, 0.2683, -1.7981], [2.4971, 1.3624, -3.0809], [1.3175, 1.8954, -1.9227], [4.7042, 0.1572, -1.3439], [5.5258, 1.5449, -0.8324], [4.9982, 1.4215, -2.5625], [1.8678, -2.3849, -0.0753], [2.1861, -3.3028, 1.0020], [2.8537, -2.9135, 1.9397], [1.8707, -4.7504, 0.7810], [1.9794, -2.9053, -1.0265], [2.5246, -1.5166, -0.0216], [0.8124, -2.1572, 0.0744], [2.0385, -5.3478, 1.6771], [2.5818, -5.0431, 0.0084], [0.8242, -4.7907, 0.4788], [-0.8444, -4.8221, -2.0622], [-1.1122, -3.3421, -2.4478], [-0.8163, -2.9183, -3.5680], [-1.7370, -2.4770, -1.3249], [-0.0786, -4.8565, -1.2873], [-0.4876, -5.3198, -2.9639], [-1.7471, -5.2857, -1.6643], [-2.5222, -3.0405, -0.8208], [-2.1163, -1.5177, -1.6770], [-0.9700, -2.3035, -0.5700], [-3.1807, -0.3604, -1.2126], [-2.7582, -0.2003, -2.6390], [-3.1187, -0.9814, -3.5157], [-1.8806, 1.0022, -3.0072], [-3.9099, 0.4172, -0.9852], [-2.3723, -0.2438, -0.4908], [-3.6444, -1.3190, -0.9797], [-2.1472, 1.9523, -2.5442], [-1.7663, 1.0513, -4.0901], [-0.9055, 0.7658, -2.5814], [-0.8261, -0.1573, 3.0151], [-0.3579, -0.0298, 4.4704], [0.3744, -0.8951, 4.9597], [-1.0312, 1.0041, 5.3867], [-0.1098, -0.7401, 2.4360], [-0.8499, 0.8422, 2.5808], [-1.8018, -0.6410, 2.9683], [-2.0502, 0.9659, 5.0015], [-0.6386, 1.9928, 5.1490], [-0.9965, 0.6806, 6.4270], [3.1463, 1.1636, 1.7111], [1.8981, 0.4511, 2.1691], [0.7548, 0.8597, 1.9460], [2.1007, -0.8258, 2.9315], [2.9258, 2.0290, 1.0861], [3.8533, 0.4813, 1.2392], [3.6555, 1.6590, 2.5378], [2.8348, -0.5994, 3.7048], [2.4991, -1.6055, 2.2823], [1.2081, -1.0612, 3.5112], [0.4360, -2.1332, 2.6795], [-0.4033, -3.2022, 2.0860], [-0.8012, -3.2215, 0.9105], [-0.7031, -4.3639, 2.9685], [0.7287, -1.3739, 1.9542], [1.3577, -2.5429, 3.0926], [-0.1636, -1.7106, 3.4857], [-0.5340, -4.0520, 3.9992], [-0.0233, -5.1448, 2.6276], [-1.7103, -4.7421, 2.7933], [1.9329, -1.5977, -2.7157], [1.9916, -1.9670, -4.1584], [2.9914, -2.4844, -4.6132], [0.7949, -1.6698, -5.0423], [1.5044, -0.6183, -2.5032], [2.8760, -1.7221, -2.1835], [1.3230, -2.3733, -2.2524], [0.9600, -2.0869, -6.0357], [0.6352, -0.5994, -5.1722], [-0.1649, -2.0171, -4.6600], [0.3689, 1.5320, -3.3414], [0.6593, 1.3311, -4.7985], [-0.3238, 1.2768, -5.5384], [2.1177, 1.2557, -5.2178], [-0.6509, 1.8346, -3.1035], [1.0210, 2.3224, -2.9698], [0.5312, 0.6183, -2.7696], [2.1920, 1.1818, -6.3027], [2.5861, 0.3668, -4.7953], [2.6900, 2.1173, -4.8740], [-3.6854, 1.5270, 1.3188], [-2.9445, 2.2792, 0.2126], [-2.3972, 1.6933, -0.6786], [-2.8574, 3.7756, 0.3119], [-3.7045, 0.4813, 1.0119], [-4.6938, 1.9325, 1.4004], [-3.1543, 1.6746, 2.2592], [-3.2706, 4.1034, 1.2658], [-3.4983, 4.2975, -0.3987], [-1.8496, 4.1665, 0.1716], [-1.8557, 4.7003, 2.5211], [-1.2466, 3.3585, 3.0266], [-1.8380, 2.6693, 3.8456], [0.1050, 2.9789, 2.4230], [-1.3576, 5.0561, 1.6192], [-1.6507, 5.4771, 3.2577], [-2.9356, 4.6163, 2.3991], [-0.1768, 2.4852, 1.4930], [0.6314, 2.2850, 3.0785], [0.6797, 3.9050, 2.4118], [0.3929, 1.5577, -0.5783], [0.1883, 0.0980, -0.9086], [0.2627, -0.3541, -2.0387], [-0.0758, -0.8937, 0.2266], [0.5371, 2.1708, -1.4679], [1.2744, 1.6332, 0.0584], [-0.4922, 2.0115, -0.1327], [-0.8901, -0.6414, 0.9059], [0.8100, -0.9815, 0.8558], [-0.3315, -1.8893, -0.1360], [1.0876, 4.0064, -1.3551], [0.7103, 4.2310, 0.0827], [-0.4114, 4.5695, 0.4297], [1.8496, 4.3934, 1.0672], [0.2342, 3.6291, -1.9185], [1.9454, 3.3372, -1.2894], [1.2400, 5.0239, -1.7150], [1.3934, 4.4717, 2.0540], [2.4238, 5.3153, 0.9752], [2.5847, 3.5888, 1.0808]]
}

=====

What did we get for relative energy (zero: lowest compared OMol25 entry of this formula, charge and spin)? Answer: 649.5; 4736.3 kJ/mol, in the order shown.
What did we get for LUMO level? Answer: 0.44; -0.23 eV, in the order shown.